No. 1
66
Properties=species:S:1:pos:R:3:forces:R:3:lowdin_charge:R:1 method="wB97M-V/def2-TZVPD" largest_force_ev_per_a=0.5 e_tot_ha=-2719.9040 gap_ev="5.345 / 7.194" homo_ev="-4.738 / -7.461" e_above_lowest_ev=1.305 s2=3.765 multiplicity=4
C -1.868 0.840 1.112 -0.24 0.00 0.07 -0.341
H 1.336 -0.556 -4.255 0.00 -0.01 -0.02 0.041
C -2.215 3.585 1.471 0.00 0.03 0.01 -0.081
H 1.806 4.148 -0.737 -0.01 -0.04 -0.03 0.038
C -2.627 -1.038 3.495 -0.04 0.05 -0.01 -0.097
H 0.802 -2.106 -3.596 0.00 0.00 0.03 0.051
P 2.071 -0.841 -2.014 0.27 -0.13 -0.43 0.695
H -1.926 -2.961 6.187 0.00 0.00 0.01 0.101
H -2.347 4.651 1.605 0.01 0.00 0.00 0.103
C 2.141 3.533 0.098 -0.13 0.07 -0.13 -0.243
H -3.429 -1.128 5.478 -0.01 0.00 0.01 0.103
H -0.592 3.447 2.874 0.00 0.01 0.00 0.103
H -0.279 1.026 2.547 -0.02 -0.02 0.00 0.105
H 2.954 -0.059 1.002 0.01 0.00 -0.07 0.020
C 2.888 1.021 1.119 0.02 0.10 0.15 -0.244
H -3.279 -0.226 3.194 0.01 0.00 -0.01 0.113
H 3.105 -2.022 -0.168 -0.03 0.06 0.02 0.032
C -2.710 -1.541 4.783 0.04 -0.05 0.02 -0.080
C -4.038 -2.219 0.623 -0.03 -0.01 0.06 -0.072
C 5.329 2.287 -2.873 0.03 0.04 0.01 -0.070
H 1.440 3.664 0.923 -0.01 0.01 0.00 0.030
C -5.135 -2.535 -1.492 0.01 0.01 -0.01 -0.086
H 4.484 -0.859 -3.762 -0.02 -0.03 0.01 0.102
H 2.475 -1.939 -4.170 0.01 0.02 0.00 0.042
C 0.092 1.455 -2.623 0.12 -0.08 -0.02 -1.028
H -0.275 -3.886 4.601 0.01 -0.01 0.00 0.101
C -1.703 -1.560 2.593 0.05 -0.13 -0.02 -0.308
H 2.242 1.204 1.980 0.00 0.02 -0.01 0.035
H -3.520 0.989 -0.257 0.00 -0.03 0.02 0.102
H 3.879 1.433 1.320 0.00 0.02 -0.02 0.050
C 2.787 -2.278 -1.176 0.08 -0.14 -0.11 -0.239
C -2.874 1.519 0.431 0.02 0.02 -0.06 -0.076
H -3.811 3.406 0.050 0.00 0.02 0.00 0.105
C 1.649 -1.425 -3.676 0.03 -0.09 0.00 -0.240
H -4.077 -1.789 -3.206 -0.01 0.00 -0.01 0.104
H 6.047 3.059 -3.113 0.00 0.00 -0.01 0.106
C 3.446 0.329 -2.297 -0.11 0.03 0.15 -0.354
C 4.348 2.532 -1.923 0.09 -0.07 0.04 -0.076
H -4.033 -2.355 1.696 0.01 0.01 0.00 0.095
Pt 0.360 0.250 -1.026 -0.34 0.23 0.13 0.737
C -1.054 1.549 1.998 0.09 -0.03 0.00 -0.119
C -2.970 -1.589 -0.009 -0.06 -0.01 -0.02 -0.288
H 6.154 0.868 -4.257 0.01 0.02 0.00 0.106
C -3.039 2.888 0.602 0.02 -0.04 0.00 -0.071
C 3.412 1.553 -1.613 -0.11 0.01 -0.06 -0.372
C -0.938 -3.089 4.289 0.01 -0.02 0.02 -0.082
C -1.225 2.910 2.178 -0.01 0.02 -0.01 -0.094
C -4.071 -1.912 -2.131 -0.02 -0.01 -0.02 -0.078
H 3.135 3.847 0.423 0.00 -0.02 0.02 0.044
P -1.528 -0.942 0.893 0.36 0.07 -0.06 0.686
H 4.320 3.496 -1.432 -0.02 0.00 0.00 0.096
H -5.975 -2.900 -2.070 -0.01 -0.01 0.01 0.101
H 2.023 -3.052 -1.102 -0.04 0.03 0.02 0.045
C -2.992 -1.449 -1.397 0.04 0.02 -0.03 -0.101
C 4.446 0.083 -3.230 0.04 0.08 -0.01 -0.081
H -2.159 -0.973 -1.904 0.01 0.00 0.04 0.070
C -1.865 -2.570 5.180 -0.04 0.03 0.01 -0.087
P 2.103 1.771 -0.354 0.24 -0.29 0.22 0.755
C -0.855 -2.585 2.999 0.03 -0.03 -0.02 -0.080
C 5.389 1.060 -3.516 -0.01 -0.04 -0.02 -0.073
H -0.125 -2.967 2.296 0.00 0.02 -0.02 0.092
N -0.135 -1.293 0.243 -0.26 0.31 0.16 -0.443
C -5.115 -2.692 -0.115 0.01 0.00 -0.02 -0.082
H 3.642 -2.652 -1.743 0.00 -0.04 0.03 0.047
S 0.412 2.773 -3.435 -0.09 0.05 0.03 0.430
H -5.935 -3.186 0.391 -0.01 0.00 -0.01 0.102

***

No. 2
101
Properties=species:S:1:pos:R:3:forces:R:3:lowdin_charge:R:1 method="wB97M-V/def2-TZVPD" largest_force_ev_per_a=1.0 e_tot_ha=-15069.3618 gap_ev=9.361 homo_ev=-9.128
H 1.490 -7.801 -4.337 0.01 0.04 -0.02 -0.010
H -2.359 1.536 3.137 0.04 -0.04 0.04 -0.018
I -1.391 2.779 0.376 0.13 0.19 0.02 0.953
H -4.591 8.024 -0.433 -0.03 -0.03 0.05 0.028
H 1.577 6.659 0.556 0.00 0.03 -0.01 0.003
C -4.064 6.092 4.117 0.11 0.05 0.06 -1.029
Cl -4.132 5.040 2.700 -0.14 -0.13 -0.03 0.479
C 3.978 -5.554 -2.984 -0.07 0.01 -0.03 -1.023
C -0.186 -6.746 1.742 0.05 0.08 0.11 -1.001
C -4.045 8.665 0.249 0.02 0.03 -0.06 -1.007
H -2.521 4.857 9.452 -0.04 0.02 -0.04 0.023
H 3.345 1.542 -0.242 0.33 0.10 -0.14 0.029
C 4.815 -10.530 -2.544 0.08 0.02 0.05 -1.024
B 0.531 3.500 -1.784 -0.06 0.60 0.18 -0.467
C 2.376 -1.027 -2.291 -0.27 0.54 0.32 -0.133
H -1.181 -0.021 -0.950 -0.05 -0.11 0.03 0.059
H 5.711 -9.946 -2.718 -0.02 0.01 -0.05 0.025
Cl -5.729 -10.465 2.349 0.01 0.02 -0.03 0.498
H 0.630 4.539 -2.391 0.06 -0.05 -0.09 0.100
Cl -4.914 -0.202 0.289 -0.01 0.04 0.01 0.514
Cl 3.423 -9.588 -3.098 -0.09 -0.09 -0.07 0.498
Cl 1.033 -6.733 0.467 0.03 -0.23 0.18 0.485
C -1.766 0.354 -1.789 -0.18 0.09 -0.06 -0.194
C -2.668 2.053 4.038 -0.07 -0.05 -0.06 -1.029
H 2.022 1.899 -2.918 -0.05 -0.04 0.01 0.116
H -3.746 7.076 3.790 -0.06 0.00 -0.05 -0.004
Cl -1.533 3.374 4.337 0.08 -0.06 -0.03 0.478
H 5.086 2.788 3.020 -0.06 0.03 -0.05 0.026
H 6.439 1.767 2.469 0.00 -0.02 -0.04 0.023
C 2.537 2.265 -2.025 0.98 0.27 -0.03 -0.189
Cl 1.804 -3.634 -0.460 -0.04 0.02 -0.01 0.532
H -0.030 1.103 -2.742 0.05 0.04 0.03 0.082
H 4.688 -10.733 -1.488 -0.05 -0.02 -0.01 0.027
Cl 4.352 0.797 2.015 0.08 -0.06 0.18 0.544
H -1.958 -0.449 -2.500 0.17 -0.06 0.08 0.002
Cl -1.498 -7.882 1.388 -0.04 0.00 -0.01 0.515
C -1.827 4.699 8.636 0.01 -0.06 0.09 -1.014
Cl -2.234 3.182 7.831 -0.01 0.06 0.09 0.494
C -3.004 -0.835 -5.686 0.02 0.00 -0.07 -1.000
Cl 4.965 -12.065 -3.401 0.02 0.00 0.01 0.514
H 4.265 -6.100 -3.876 0.06 -0.03 0.05 0.027
Cl -5.635 6.243 4.914 0.01 0.01 0.01 0.507
C 2.239 -0.069 -1.091 0.10 -0.21 -0.54 -0.237
C -4.844 -9.190 3.196 0.03 0.04 -0.03 -1.038
H -3.824 -9.177 2.832 0.02 -0.05 0.03 -0.016
Cl -4.812 -9.453 4.944 0.02 0.03 0.01 0.499
H 2.413 5.103 0.297 0.07 -0.04 -0.04 0.011
C 0.724 9.822 0.227 0.12 0.02 -0.05 -1.008
H -3.358 5.667 4.821 -0.03 -0.05 0.01 -0.028
Cl 3.218 -2.814 1.971 0.01 0.01 0.00 0.519
H 4.111 -3.339 -0.145 -0.04 0.05 0.01 0.002
H 1.205 0.284 -1.055 0.03 0.09 0.23 0.088
H -3.926 -1.517 -1.386 0.03 -0.01 0.05 -0.005
H 1.761 9.536 0.086 -0.01 -0.05 0.01 0.013
Cl 0.322 9.641 1.938 0.01 -0.01 -0.01 0.504
Cl 5.610 3.139 0.757 0.00 0.04 0.00 0.525
H -0.811 4.631 9.006 0.02 0.01 -0.05 0.023
Cl -2.814 7.699 1.060 -0.05 -0.03 0.05 0.485
Cl -1.926 6.089 7.543 0.00 0.01 -0.01 0.505
H 2.599 -0.432 -3.179 0.01 -0.17 -0.17 0.073
H -2.733 0.680 -1.404 0.00 0.10 0.03 0.019
H 3.168 -1.754 -2.132 0.10 0.00 -0.15 0.018
Cl -4.943 -3.121 -0.002 0.02 -0.04 0.00 0.510
H 0.282 -7.045 2.671 0.00 -0.06 -0.02 0.027
H -5.703 -1.491 -1.506 -0.03 0.00 0.04 0.021
Cl 3.649 6.577 1.656 0.00 0.01 0.02 0.499
Cl 0.694 -6.195 -2.816 -0.28 -0.08 -0.07 0.527
H -0.080 -8.257 -3.625 -0.04 0.03 0.01 0.032
C -0.895 2.835 -1.725 -0.03 -0.26 -0.31 -0.602
Cl -4.215 -0.306 -4.508 -0.01 0.02 -0.01 0.526
Cl -1.638 -1.657 -4.923 0.01 -0.04 -0.08 0.532
Cl 3.109 6.757 -1.222 -0.02 0.00 0.01 0.501
H 2.429 -0.598 -0.157 -0.01 -0.01 0.03 0.070
H -1.614 3.531 -2.147 -0.17 0.02 0.22 0.057
Cl -0.317 -6.848 -5.492 0.01 -0.02 -0.01 0.520
C 3.171 1.136 -1.236 -0.79 -0.08 0.45 -0.205
H -3.552 9.467 -0.289 0.01 0.02 0.05 0.017
H 3.485 -4.778 0.704 -0.05 0.01 0.02 -0.013
Cl -2.712 0.877 5.365 0.01 0.01 -0.09 0.495
H 3.334 2.939 -2.357 -0.14 0.13 -0.10 0.127
Cl -5.193 9.372 1.395 -0.02 0.01 -0.01 0.509
C -4.857 -1.565 -0.834 0.00 0.02 -0.09 -1.037
H 4.118 0.841 -1.689 0.09 0.03 0.04 0.122
Cl -0.275 8.797 -0.814 0.15 0.07 -0.11 0.492
Cl 4.939 -4.070 -2.913 -0.03 0.01 -0.03 0.539
H -2.632 0.038 -6.207 0.01 0.02 0.05 0.025
C -1.021 1.485 -2.484 0.16 -0.06 0.10 -0.288
H 1.440 -1.558 -2.455 0.06 -0.16 -0.13 0.046
H -3.660 2.472 3.916 0.01 0.05 0.06 -0.001
C 0.506 -7.450 -4.049 0.02 -0.04 -0.02 -1.005
H -5.331 -8.243 2.999 -0.05 -0.02 0.03 0.025
H -3.476 -1.523 -6.377 -0.02 -0.03 0.05 0.024
O 1.649 3.000 -1.169 -0.46 -0.64 -0.25 -0.050
H 0.570 10.855 -0.058 -0.06 0.00 0.02 0.024
H -0.605 -5.750 1.828 -0.04 -0.01 -0.07 0.030
C 5.460 2.160 2.222 0.03 0.00 0.07 -0.993
C 2.528 6.179 0.348 -0.13 -0.06 0.01 -1.015
H -1.505 1.705 -3.438 -0.06 0.04 0.00 0.106
C 3.306 -3.737 0.464 0.08 -0.07 0.03 -1.020
Cl 4.262 -6.586 -1.574 0.03 0.08 0.08 0.498
H 2.919 -5.310 -3.001 0.31 0.14 0.02 -0.068